Computed, not measured: a molecular structure, C41H57As3N4Tl at a distorted geometry, with the ωB97M-V functional and the def2-TZVPD basis.

total charge	+1
ΔE to the lowest compared entry with this formula, charge and spin	12.2	kcal/mol
2S+1	1

```
106
Properties=species:S:1:pos:R:3:forces:R:3
Tl 0.408 0.551 -0.386 0.4 0.0 -0.4
C 2.759 3.578 2.489 0.0 0.0 0.0
C 1.691 3.109 1.712 0.1 0.0 -0.1
N 1.848 2.446 0.588 -0.1 0.0 0.1
C 3.104 2.203 0.131 0.2 0.1 0.1
C 4.246 2.611 0.863 -0.1 0.0 0.0
C 4.032 3.316 2.065 0.0 0.0 0.0
C 5.537 2.275 0.398 0.0 0.0 0.0
C 5.661 1.503 -0.721 0.0 0.0 0.0
C 4.531 1.087 -1.449 -0.1 0.0 0.0
C 3.255 1.477 -1.094 0.2 -0.2 -0.2
N 2.107 1.168 -1.780 -0.8 -0.3 0.7
C 1.949 1.141 -3.128 0.4 0.2 0.0
C 2.908 1.502 -4.065 0.0 -0.1 0.1
C 2.642 1.482 -5.443 0.0 0.0 0.0
C 1.413 1.140 -5.935 0.0 0.0 -0.1
C 0.375 0.856 -5.026 0.0 0.0 0.1
C -0.958 0.639 -5.436 0.0 0.0 0.0
C -1.946 0.464 -4.507 0.0 0.0 0.0
C -1.590 0.463 -3.153 0.1 0.0 0.0
N -0.355 0.627 -2.743 -0.2 0.0 0.3
C 0.639 0.845 -3.633 -0.1 0.0 -0.2
H 2.565 4.090 3.420 0.0 0.1 0.0
H 0.671 3.261 2.043 0.0 0.0 0.0
H 4.892 3.619 2.650 0.0 0.0 0.0
H 6.404 2.626 0.941 0.0 0.0 0.0
H 6.644 1.205 -1.062 0.0 0.0 0.0
H 4.660 0.432 -2.299 0.0 0.1 0.0
H 3.878 1.832 -3.725 0.0 0.0 -0.1
H 3.435 1.759 -6.126 0.0 0.0 0.0
H 1.214 1.129 -6.998 0.0 0.0 0.0
H -1.184 0.638 -6.495 0.0 0.0 0.0
H -2.981 0.343 -4.797 0.0 -0.1 0.0
H -2.334 0.324 -2.378 0.0 -0.1 0.0
C -1.590 -3.099 0.410 0.1 -0.1 0.0
As -2.142 -1.339 -0.212 -0.2 -0.4 0.0
C -3.449 -2.028 -1.508 0.0 0.1 0.0
C -3.268 -0.924 1.353 0.1 0.1 0.0
C -4.042 0.396 1.405 0.0 0.1 -0.1
C -4.901 0.540 0.142 0.1 0.0 0.2
C -3.142 1.633 1.563 0.1 -0.3 -0.1
As -1.941 2.304 0.144 0.1 0.0 0.4
C -1.618 4.017 1.034 0.2 0.0 -0.1
C -3.118 3.028 -1.236 0.2 -0.1 -0.2
C -5.007 0.367 2.612 0.1 0.0 0.0
As -4.517 0.294 4.548 0.0 0.1 0.0
C -3.912 2.147 4.832 0.0 0.0 0.0
C -2.729 -0.520 4.664 0.0 0.0 0.0
H -0.896 -2.998 1.239 0.0 0.0 0.0
H -1.077 -3.623 -0.396 0.0 0.0 0.0
H -2.462 -3.676 0.721 0.0 0.0 0.0
H -4.121 -2.727 -1.010 0.0 0.0 0.0
H -2.898 -2.563 -2.283 0.0 0.0 0.0
H -4.035 -1.246 -1.984 0.0 0.0 0.0
H -2.577 -0.975 2.195 0.0 -0.1 0.0
H -3.968 -1.757 1.464 0.0 0.0 0.0
H -4.263 0.589 -0.743 -0.1 0.0 -0.1
H -5.504 1.449 0.182 0.0 0.0 0.0
H -5.576 -0.311 0.035 0.0 0.0 0.0
H -2.468 1.481 2.410 0.0 0.1 0.0
H -3.776 2.493 1.797 0.1 0.0 0.0
H -2.503 4.641 0.916 0.0 0.0 0.0
H -0.766 4.525 0.585 0.0 0.0 0.0
H -1.428 3.868 2.096 0.0 0.0 0.0
H -4.033 3.398 -0.777 0.0 0.0 0.1
H -3.360 2.303 -2.007 0.0 0.0 0.0
H -2.585 3.856 -1.702 0.0 0.0 0.0
H -5.688 -0.477 2.476 0.0 0.0 0.0
H -5.639 1.261 2.568 0.0 0.0 0.0
H -4.641 2.850 4.429 0.0 0.0 0.0
H -2.934 2.352 4.398 0.0 0.0 0.0
H -3.848 2.316 5.907 0.0 0.0 0.0
H -2.739 -1.558 4.333 0.0 0.0 0.0
H -2.463 -0.515 5.722 0.0 0.0 0.0
H -1.964 0.037 4.122 0.0 0.0 0.0
C 1.255 -2.999 -3.880 0.0 0.0 0.1
C 1.698 -3.116 -2.444 0.0 0.0 -0.1
C 2.514 -4.158 -2.016 0.0 0.0 0.0
C 2.946 -4.204 -0.698 0.1 0.0 -0.1
C 3.816 -5.339 -0.223 0.0 0.1 0.0
C 2.570 -3.204 0.195 -0.1 0.0 0.2
C 1.681 -2.183 -0.173 0.0 -0.4 -0.2
C 1.291 -2.165 -1.526 0.1 0.2 0.2
N 1.075 -1.302 0.720 -0.4 1.3 -0.5
C 1.488 -1.127 2.117 0.0 -0.2 0.2
C 1.116 -2.387 2.935 0.1 0.1 0.0
C 0.654 0.010 2.706 0.0 -0.1 -0.1
C 2.973 -0.776 2.296 -0.1 0.0 -0.1
H 1.561 -3.867 -4.459 0.0 0.0 0.0
H 1.688 -2.108 -4.341 0.0 0.0 0.0
H 0.168 -2.905 -3.940 0.0 0.0 -0.1
H 2.821 -4.928 -2.713 0.0 0.0 0.0
H 4.011 -6.039 -1.033 0.0 0.0 0.0
H 3.328 -5.884 0.586 0.0 0.0 0.0
H 4.774 -4.977 0.153 0.0 0.0 0.0
H 2.943 -3.274 1.205 0.0 0.0 0.0
H 0.658 -1.363 -1.891 -0.1 -0.2 -0.1
H 0.059 -2.366 3.209 0.0 0.0 0.0
H 1.699 -2.407 3.857 0.0 0.0 0.0
H 1.305 -3.307 2.389 0.0 0.0 0.0
H -0.392 -0.109 2.405 0.0 0.0 0.1
H 1.022 0.975 2.368 0.0 0.0 0.0
H 0.712 -0.003 3.795 0.0 0.0 0.0
H 3.621 -1.639 2.160 0.0 0.0 0.0
H 3.137 -0.387 3.303 0.0 0.0 0.0
H 3.274 -0.014 1.573 0.0 0.0 0.0
```
Positions in Å, forces in eV/Å.

Löwdin population analysis, charges in e, atoms 1 to 5: 0.845, -0.027, -0.153, 0.044, -0.178